Computed, not measured: a structure of composition C35H30BaN7S3SbSe4, with the ωB97M-V functional and the def2-TZVPD basis.

CARTESIAN COORDINATES (ANGSTROEM)
Ba1 1.374 -0.408 -0.170
Sb1 3.530 -0.542 -3.223
Se1 4.130 -1.745 -5.234
Se2 4.627 1.620 -2.856
Se3 1.038 -0.079 -3.204
Se4 4.018 -1.943 -1.173
S1 -4.371 2.517 -0.234
S2 1.264 0.629 4.991
S3 3.398 -5.829 -0.882
N1 1.598 4.634 -1.481
N2 -0.806 4.309 -1.634
N3 0.589 2.619 -0.552
N4 0.231 4.774 0.532
N5 3.093 1.153 1.479
N6 0.090 -2.996 -0.331
N7 -1.742 -1.002 -0.255
C1 -4.031 -0.248 -0.283
C2 -3.954 -3.971 -0.547
C3 1.408 5.281 -0.189
C4 0.713 -0.227 2.551
C5 -3.038 -4.957 -0.593
C6 -1.631 -4.663 -0.523
C7 1.561 0.593 3.257
C8 -2.634 -0.045 -0.211
C9 4.322 3.146 2.938
C10 4.124 1.830 0.968
C11 -6.323 0.890 -0.222
C12 -1.207 -3.340 -0.399
C13 -0.027 -0.473 4.809
C14 -6.893 2.194 -0.202
C15 -0.201 -0.817 3.500
C16 4.772 2.839 1.664
C17 -4.957 0.907 -0.243
C18 -2.190 -2.271 -0.357
C19 -4.473 -1.539 -0.395
C20 -3.549 -2.594 -0.429
C21 2.679 1.410 2.730
C22 1.000 -3.940 -0.401
C23 0.423 3.327 0.722
C24 1.767 -6.309 -0.674
C25 1.758 3.190 -1.263
C26 0.401 4.838 -2.288
C27 3.269 2.431 3.481
C28 0.685 -5.312 -0.552
C29 -0.640 -5.657 -0.602
C30 -5.942 3.169 -0.210
C31 2.894 -8.332 -0.841
C32 -0.935 4.967 -0.331
C33 -0.584 2.876 -1.390
C34 3.921 -7.442 -0.976
C35 1.649 -7.674 -0.668
H1 4.965 -7.658 -1.137
H2 -0.987 -1.510 3.211
H3 -0.446 2.348 -2.336
H4 2.034 -3.592 -0.389
H5 -3.345 -5.992 -0.691
H6 -6.084 4.237 -0.206
H7 0.706 -8.191 -0.549
H8 -1.081 6.039 -0.493
H9 5.597 3.363 1.199
H10 4.789 3.940 3.510
H11 -1.470 2.496 -0.889
H12 -0.942 -6.691 -0.727
H13 1.307 3.171 1.338
H14 -6.906 -0.020 -0.224
H15 -5.013 -4.195 -0.604
H16 -7.955 2.391 -0.188
H17 2.293 5.110 0.427
H18 0.261 5.909 -2.462
H19 1.285 6.358 -0.343
H20 -5.532 -1.763 -0.461
H21 0.534 4.333 -3.245
H22 2.900 2.663 4.471
H23 1.886 2.666 -2.211
H24 -2.237 0.953 -0.098
H25 3.016 -9.405 -0.877
H26 4.420 1.558 -0.046
H27 2.659 3.018 -0.679
H28 -1.817 4.568 0.181
H29 -0.589 -0.811 5.668
H30 -0.444 2.920 1.251

Computed properties:
**M**: 1219.80 g/mol
**Spin multiplicity**: 1
**Charge**: -2
**Orbital gap**: 0.15452 hartree
**E_HOMO**: -1.152 eV
**DFT total energy**: -12801.28019 a.u.
**E_LUMO**: 3.05 eV
**Strongest force on any atom**: 0.660 eV/A

Computed, not measured: the ion C4H12NO with charge +1 at a distorted geometry, with the ωB97M-V functional and the def2-TZVPD basis.

CARTESIAN COORDINATES (ANGSTROEM)
O1 -1.779 0.263 1.188
N1 1.702 -0.944 0.038
C1 0.343 1.134 -0.313
C2 -1.573 -0.521 0.040
C3 1.217 0.377 0.648
C4 -0.804 0.342 -1.006
H1 0.897 1.695 -1.069
H2 -0.517 -0.174 -1.922
H3 2.121 0.931 0.899
H4 -1.048 -1.480 0.084
H5 1.370 -1.782 0.534
H6 0.788 0.128 1.614
H7 2.707 -1.026 0.065
H8 -2.527 -0.779 -0.425
H9 -0.176 1.888 0.277
H10 -1.505 1.122 -1.297
H11 -2.607 -0.053 1.565
H12 1.391 -1.120 -0.922

Computed properties:
**M**: 90.15 g/mol
**ΔE to the lowest compared entry with this formula, charge and spin**: 112.2 kJ/mol
**Spin multiplicity**: 1
**Charge**: +1
**Orbital gap**: 0.39090 hartree
**SMILES string**: [NH3+]CCCCO
**E_HOMO**: -14.338 eV
**DFT total energy**: -289.33213 a.u.
**E_LUMO**: -3.70 eV
**Strongest force on any atom**: 2.553 eV/A

Computed, not measured: a cluster of 2 separate species, C3H9O4P in total at a distorted geometry, with the ωB97M-V functional and the def2-TZVPD basis.

CARTESIAN COORDINATES (ANGSTROEM)
P1 0.116 -0.326 -1.350
O1 0.949 -0.950 1.501
O2 0.965 1.189 2.138
O3 0.446 1.215 -0.834
O4 -0.863 -0.978 -0.467
C1 -0.367 0.049 -3.111
C2 -1.061 0.046 2.555
C3 0.233 0.044 2.163
H1 -1.440 -0.393 -3.373
H2 0.341 -0.490 -3.862
H3 1.943 0.918 2.128
H4 -1.669 -0.799 2.650
H5 0.388 -1.662 1.350
H6 1.256 -1.048 -1.427
H7 0.661 1.171 0.070
H8 -0.412 1.123 -3.225
H9 -1.487 0.891 3.094

Computed properties:
**M**: 140.08 g/mol
**ΔE to the lowest compared entry with this formula, charge and spin**: 133.8 kJ/mol
**Spin multiplicity**: 1
**Orbital gap**: 0.34673 hartree
**SMILES string**: C[P@H](=O)O.C=C(O)O
**E_HOMO**: -8.772 eV
**DFT total energy**: -762.02996 a.u.
**E_LUMO**: 0.66 eV
**Strongest force on any atom**: 3.533 eV/A

Computed, not measured: a structure of composition C19H34Cl4N2O4OsSi4Te, with the ωB97M-V functional and the def2-TZVPD basis.

CARTESIAN COORDINATES (ANGSTROEM)
Os1 -1.600 -1.793 -1.195
Te1 -0.218 0.257 -1.596
Cl1 -0.687 -5.314 -6.918
Cl2 -2.451 -2.860 -6.016
Cl3 1.151 -6.748 -4.833
Cl4 1.197 -5.723 -1.846
Si1 1.028 1.282 0.381
Si2 1.519 3.312 -0.721
Si3 -0.214 1.789 2.313
Si4 2.992 0.027 0.689
O1 -0.607 -3.420 -1.388
O2 -2.093 -2.202 -3.129
O3 -4.406 -1.076 -1.650
O4 -0.474 -1.993 1.483
N1 -1.470 -1.740 0.812
N2 -3.367 -1.295 -0.749
C1 -1.386 -3.229 -3.588
C2 -0.050 4.343 -0.828
C3 2.131 3.030 -2.475
C4 4.041 0.178 -0.860
C5 0.209 -4.969 -3.035
C6 0.042 0.501 3.650
C7 3.898 0.816 2.136
C8 -0.575 -3.889 -2.662
C9 -2.692 -1.549 1.449
C10 0.424 3.415 3.010
C11 -0.643 -4.767 -5.286
C12 -2.819 -1.616 2.934
C13 -5.115 -0.993 0.974
C14 0.178 -5.410 -4.356
C15 2.652 -1.774 1.042
C16 2.848 4.238 0.231
C17 -3.718 -1.294 0.564
C18 -2.022 1.982 1.849
C19 -1.425 -3.680 -4.905
H1 4.932 -0.448 -0.767
H2 0.147 5.273 -1.368
H3 4.081 1.880 1.966
H4 3.603 -2.309 1.117
H5 -5.324 -1.419 1.953
H6 -2.625 2.220 2.729
H7 -2.144 2.792 1.126
H8 -0.645 0.676 4.483
H9 3.032 5.210 -0.234
H10 -0.829 3.802 -1.371
H11 -0.447 4.604 0.154
H12 0.296 4.253 2.325
H13 -3.062 -0.642 3.364
H14 4.371 1.206 -1.025
H15 -5.248 0.090 1.039
H16 -5.823 -1.371 0.241
H17 3.327 0.716 3.061
H18 -4.007 -1.309 -2.507
H19 1.356 2.599 -3.112
H20 3.494 -0.151 -1.746
H21 1.059 0.576 4.043
H22 -0.100 -0.514 3.285
H23 2.419 3.990 -2.911
H24 2.105 -1.907 1.975
H25 -2.415 1.072 1.392
H26 -1.879 -1.952 3.360
H27 4.865 0.330 2.289
H28 1.485 3.341 3.262
H29 -3.597 -2.321 3.231
H30 3.789 3.684 0.224
H31 2.059 -2.238 0.251
H32 2.566 4.411 1.271
H33 2.998 2.370 -2.511
H34 -0.117 3.650 3.931

Computed properties:
**M**: 926.48 g/mol
**ΔE to the lowest compared entry with this formula, charge and spin**: 0.0 kJ/mol
**Spin multiplicity**: 1
**Orbital gap (alpha / beta)**: 0.22573 / 0.22571 hartree
**E_HOMO (alpha / beta)**: -8.039 / -8.040 eV
**DFT total energy**: -4512.33300 a.u.
**E_LUMO (alpha / beta)**: -1.90 / -1.90 eV
**Strongest force on any atom**: 0.535 eV/A

Computed, not measured: a structure of composition C24H36BN5O9Pb at a distorted geometry, with the ωB97M-V functional and the def2-TZVPD basis.

CARTESIAN COORDINATES (ANGSTROEM)
Pb1 0.482 -0.974 0.360
O1 4.614 1.959 -0.538
O2 0.657 -2.342 2.322
O3 2.015 4.905 -2.613
O4 1.186 6.930 -3.393
O5 1.412 3.057 -1.134
O6 3.556 3.898 -1.000
O7 0.819 7.381 -0.478
O8 1.704 5.337 -0.325
O9 1.795 0.847 -0.779
N1 -2.089 -1.460 1.411
N2 -0.570 -3.048 -0.875
N3 -0.274 1.078 2.071
N4 -1.278 0.605 -1.094
N5 3.000 -2.275 -0.518
C1 -0.492 0.603 4.663
C2 -3.804 -3.768 3.562
C3 -4.104 -2.794 -1.290
C4 5.749 -1.753 -2.640
C5 5.462 -1.570 -1.140
C6 2.169 2.030 -0.887
C7 -1.329 -3.585 -1.531
C8 0.872 0.805 5.413
C9 -0.419 2.945 -4.235
C10 1.464 6.110 -2.487
C11 -5.184 -3.215 3.107
C12 -1.450 1.651 -1.551
C13 4.109 -1.988 -0.794
C14 4.785 -0.982 -3.600
C15 -1.750 2.979 -2.063
C16 -2.348 -1.998 2.399
C17 -2.688 -2.721 3.635
C18 -0.347 0.885 3.229
C19 3.629 2.580 -0.789
C20 1.564 2.131 5.032
C21 -1.810 3.055 -3.594
C22 1.290 6.394 -0.973
C23 -2.330 -4.231 -2.390
C24 -3.733 -4.165 -1.752
B1 2.160 4.316 -1.286
H1 -2.593 2.396 -3.970
H2 -3.929 -4.173 4.566
H3 5.023 -1.190 -4.643
H4 6.147 -2.196 -0.568
H5 5.460 -0.546 -0.766
H6 -3.553 -2.512 -0.392
H7 0.889 2.972 5.187
H8 -4.447 -4.525 -2.493
H9 -3.811 -4.757 -0.841
H10 0.791 0.797 6.500
H11 -2.765 3.145 -1.702
H12 -5.891 -4.039 3.020
H13 -3.512 -4.565 2.878
H14 1.542 -0.034 5.223
H15 1.162 -2.612 3.113
H16 4.757 0.105 -3.511
H17 -0.398 2.905 -5.324
H18 -2.194 4.056 -3.791
H19 -5.115 -2.741 2.128
H20 -2.411 -3.747 -3.363
H21 0.136 3.842 -3.960
H22 -2.114 -5.298 -2.447
H23 1.774 2.059 3.965
H24 -5.151 -2.568 -1.088
H25 -3.790 -2.084 -2.055
H26 -0.815 -0.436 4.726
H27 0.171 2.103 -3.872
H28 2.489 2.234 5.599
H29 -1.779 -3.199 4.001
H30 -1.101 3.711 -1.581
H31 3.766 -1.302 -3.381
H32 6.784 -1.476 -2.838
H33 -1.313 1.249 4.972
H34 -5.594 -2.419 3.729
H35 -2.903 -1.946 4.371
H36 5.796 -2.822 -2.846

Computed properties:
**M**: 756.59 g/mol
**Spin multiplicity**: 2
**Charge**: -1
**Orbital gap (alpha / beta)**: 0.09167 / 0.25215 hartree
**⟨S²⟩**: 0.753
**E_HOMO (alpha / beta)**: -0.544 / -4.913 eV
**DFT total energy**: -2104.94098 a.u.
**E_LUMO (alpha / beta)**: 1.95 / 1.95 eV
**Strongest force on any atom**: 5.671 eV/A

Computed, not measured: a structure of composition C48H39O3P2S2SiTeY, with the ωB97M-V functional and the def2-TZVPD basis.

CARTESIAN COORDINATES (ANGSTROEM)
Te1 2.490 2.281 3.374
Y1 0.416 0.672 1.658
S1 -1.683 1.996 1.767
S2 2.674 5.599 3.426
P1 2.295 1.567 -1.897
P2 -1.737 -0.975 0.573
Si1 1.271 -1.190 -0.589
O1 1.505 -1.753 5.943
O2 -0.030 -1.087 3.094
O3 2.129 -1.144 2.612
C1 -3.547 0.629 -3.375
C2 -3.843 1.226 -2.154
C3 1.404 -2.949 5.297
C4 4.328 2.246 -3.657
C5 1.174 -5.332 3.886
C6 1.173 -0.899 -2.503
C7 2.637 3.934 -3.499
C8 -3.250 -1.300 1.565
C9 -1.503 3.144 -1.543
C10 -0.028 4.382 -0.107
C11 3.117 2.684 -3.116
C12 -3.211 -1.064 2.938
C13 3.341 4.717 -4.407
C14 0.174 -2.770 -0.352
C15 -1.144 -2.679 0.153
C16 1.122 -1.613 3.168
C17 0.176 6.021 3.578
C18 -1.316 -5.096 0.205
C19 -2.497 -0.412 -0.999
C20 -3.316 0.722 -0.976
C21 0.580 -1.628 -4.757
C22 0.336 4.606 3.513
C23 3.055 -1.880 -0.475
C24 1.641 4.214 3.428
C25 4.533 4.262 -4.951
C26 0.694 -4.050 -0.578
C27 -5.500 -1.789 3.149
C28 0.693 -1.866 -3.395
C29 -4.434 -1.764 0.995
C30 1.025 3.561 -0.485
C31 -2.218 -1.010 -2.222
C32 -0.446 2.341 -1.947
C33 -5.553 -2.010 1.779
C34 5.024 3.018 -4.572
C35 1.357 6.699 3.542
C36 1.575 0.329 -3.051
C37 0.941 -0.391 -5.272
C38 1.222 -2.917 3.919
C39 -1.293 4.170 -0.635
C40 -4.328 -1.315 3.723
C41 1.364 -5.354 5.259
C42 -2.728 -0.488 -3.406
C43 -1.865 -3.842 0.428
C44 1.442 0.579 -4.418
C45 -0.030 -5.203 -0.307
C46 0.830 2.551 -1.427
C47 1.106 -4.112 3.225
C48 1.479 -4.165 5.966
H1 -3.484 1.225 -0.030
H2 -1.594 -1.891 -2.257
H3 0.949 -4.076 2.152
H4 1.647 -1.905 6.882
H5 1.706 -4.145 -0.958
H6 1.705 4.298 -3.085
H7 1.625 -4.176 7.042
H8 -2.863 -3.773 0.844
H9 1.420 -6.298 5.789
H10 -4.471 2.109 -2.119
H11 -0.486 3.899 3.472
H12 -2.125 4.778 -0.301
H13 -4.284 -1.121 4.788
H14 1.074 -6.255 3.329
H15 -0.623 1.528 -2.640
H16 -0.790 6.507 3.638
H17 -2.498 2.944 -1.922
H18 -1.891 -5.985 0.440
H19 1.512 7.766 3.570
H20 5.958 2.653 -4.984
H21 0.412 -6.178 -0.480
H22 3.749 -1.046 -0.605
H23 -4.485 -1.925 -0.076
H24 2.001 3.701 -0.032
H25 -6.373 -1.974 3.765
H26 1.735 1.541 -4.821
H27 0.393 -2.834 -3.007
H28 4.722 1.282 -3.354
H29 0.198 -2.403 -5.414
H30 3.233 -2.298 0.518
H31 5.080 4.873 -5.659
H32 -2.309 -0.664 3.377
H33 0.137 5.151 0.634
H34 3.288 -2.632 -1.236
H35 -3.946 1.040 -4.295
H36 -2.469 -0.957 -4.349
H37 0.839 -0.182 -6.331
H38 -6.467 -2.366 1.318
H39 2.951 5.688 -4.690

Computed properties:
**M**: 1034.51 g/mol
**ΔE to the lowest compared entry with this formula, charge and spin**: 0.0 kJ/mol
**Spin multiplicity**: 1
**Charge**: -2
**Orbital gap**: 0.18862 hartree
**E_HOMO**: -0.999 eV
**DFT total energy**: -4153.37907 a.u.
**E_LUMO**: 4.13 eV
**Strongest force on any atom**: 0.539 eV/A

Computed, not measured: a cluster of 2 separate species, C10H14N2 in total at a distorted geometry, with the ωB97M-V functional and the def2-TZVPD basis.

CARTESIAN COORDINATES (ANGSTROEM)
N1 3.840 -0.075 0.683
N2 2.608 0.527 0.722
C1 -1.977 0.771 -0.669
C2 1.520 -0.426 0.818
C3 1.247 -1.168 -0.431
C4 -0.768 0.609 -1.177
C5 -3.926 -0.997 1.709
C6 4.780 0.540 0.097
C7 -3.007 -0.348 -0.714
C8 -3.515 -0.713 0.614
C9 1.030 -1.735 -1.465
C10 -2.438 2.061 -0.041
H1 1.771 -1.141 1.630
H2 -0.017 1.412 -1.168
H3 -0.462 -0.327 -1.622
H4 -2.567 -1.229 -1.194
H5 -2.746 1.893 1.002
H6 0.817 -2.264 -2.424
H7 -4.293 -1.253 2.680
H8 -3.311 2.459 -0.570
H9 4.630 1.507 -0.421
H10 5.789 0.098 0.096
H11 0.612 0.122 1.128
H12 2.464 1.208 -0.029
H13 -1.641 2.824 -0.059
H14 -3.854 -0.033 -1.335

Computed properties:
**M**: 162.24 g/mol
**ΔE to the lowest compared entry with this formula, charge and spin**: 600.0 kJ/mol
**Spin multiplicity**: 1
**Orbital gap**: 0.36492 hartree
**SMILES string**: C#CCC(=C)C.C#CCNN=C
**E_HOMO**: -9.078 eV
**DFT total energy**: -498.72393 a.u.
**E_LUMO**: 0.85 eV
**Strongest force on any atom**: 1.891 eV/A

Computed, not measured: a structure of composition C37H23F8NORuS2Si, with the ωB97M-V functional and the def2-TZVPD basis.

CARTESIAN COORDINATES (ANGSTROEM)
Ru1 -1.196 1.601 -0.335
S1 -0.866 2.832 1.844
S2 -1.729 3.034 -2.337
Si1 0.365 -1.652 -0.363
F1 1.387 2.248 4.177
F2 3.193 3.400 3.938
F3 1.015 4.091 -3.107
F4 1.271 4.359 3.752
F5 1.060 7.880 -0.350
F6 2.274 6.252 -2.169
F7 -1.451 7.291 0.510
F8 -2.731 5.128 -0.403
O1 -0.120 -0.168 -0.187
N1 0.822 2.447 -0.059
C1 -1.497 5.357 -0.861
C2 -4.774 -0.920 -0.301
C3 3.198 2.461 -0.013
C4 0.425 6.783 -0.809
C5 -3.545 -0.568 1.765
C6 -2.161 -4.716 -1.714
C7 2.577 -3.660 2.617
C8 3.014 -1.305 2.808
C9 -5.587 -1.822 0.350
C10 0.751 2.769 1.258
C11 2.333 -2.826 -2.166
C12 -2.906 0.704 -0.260
C13 1.955 2.936 1.981
C14 1.427 -1.789 -1.931
C15 1.303 -0.799 -2.911
C16 1.986 2.283 -0.663
C17 -0.943 -3.009 -0.485
C18 -4.369 -1.473 2.398
C19 -3.711 -0.234 0.376
C20 -0.849 6.479 -0.379
C21 -1.751 -3.287 0.623
C22 1.485 -2.107 1.097
C23 3.232 -2.607 3.242
C24 -2.744 -4.255 0.570
C25 2.952 -1.883 -4.292
C26 -1.171 -3.739 -1.653
C27 -2.947 -4.976 -0.601
C28 -5.409 -2.114 1.710
C29 1.033 5.955 -1.729
C30 0.366 4.841 -2.201
C31 1.710 -3.406 1.558
C32 3.090 -2.878 -3.331
C33 -0.915 4.483 -1.783
C34 2.055 -0.843 -4.081
C35 1.933 3.232 3.446
C36 2.151 -1.062 1.748
C37 3.165 2.789 1.333
H1 -3.732 -5.723 -0.649
H2 2.459 -3.605 -1.418
H3 -4.920 -0.710 -1.355
H4 -4.208 -1.689 3.452
H5 -6.374 -2.324 -0.206
H6 4.085 2.918 1.888
H7 3.506 -0.475 3.304
H8 3.791 -3.690 -3.487
H9 -0.571 -3.539 -2.535
H10 0.604 0.017 -2.748
H11 4.133 2.328 -0.541
H12 -1.625 -2.714 1.537
H13 1.965 -0.043 1.423
H14 -2.745 -0.079 2.310
H15 -3.381 -4.422 1.432
H16 -6.051 -2.828 2.213
H17 3.901 -2.800 4.074
H18 2.732 -4.677 2.960
H19 3.542 -1.918 -5.201
H20 -2.325 -5.263 -2.636
H21 1.185 -4.236 1.090
H22 1.938 1.995 -1.706
H23 1.940 -0.062 -4.824

Computed properties:
**M**: 842.87 g/mol
**ΔE to the lowest compared entry with this formula, charge and spin**: 38.5 kJ/mol
**Spin multiplicity**: 5
**Charge**: -2
**Orbital gap (alpha / beta)**: 0.16461 / 0.23154 hartree
**⟨S²⟩**: 6.057
**E_HOMO (alpha / beta)**: -0.090 / -1.913 eV
**DFT total energy**: -3533.50284 a.u.
**E_LUMO (alpha / beta)**: 4.39 / 4.39 eV
**Strongest force on any atom**: 0.664 eV/A